No. 1
A 2-piece molecular cluster, C7H15Cl2P overall. Source: the OMol25 dataset; level of theory: ωB97M-V/def2-TZVPD.

```
25
Properties=species:S:1:pos:R:3:nbo_charge:R:1
C 0.450 1.701 0.702 -0.612
C 1.080 -0.438 1.720 -0.633
C 2.238 0.227 -0.548 -0.622
C 0.069 -2.351 -0.846 -0.407
C -2.777 1.133 -0.682 -0.672
C -0.257 -0.220 -0.459 -0.367
C 0.947 0.296 0.380 -0.114
P -1.970 -0.274 0.367 0.556
Cl -0.649 -3.274 0.453 -0.031
Cl -4.194 1.659 0.229 -0.054
H 0.391 2.273 -0.255 0.201
H -0.501 1.592 1.092 0.213
H 1.275 2.251 1.193 0.224
H 0.988 -1.582 1.549 0.228
H 0.272 -0.033 2.472 0.232
H 2.129 -0.181 2.050 0.211
H 2.241 0.892 -1.501 0.223
H 3.035 0.356 0.189 0.216
H 2.389 -0.777 -1.070 0.212
H 1.125 -2.357 -0.746 0.187
H -0.166 -2.602 -1.877 0.207
H -3.164 0.776 -1.653 0.222
H -2.132 2.015 -0.902 0.226
H -0.227 0.112 -1.470 0.186
H -2.590 -1.193 -0.387 -0.034
```

Calculated values
* HOMO energy: -8.819 eV
* LUMO energy: 0.70 eV
* HOMO-LUMO gap: 9.5 eV
* 2S+1: 1
* ΔE to the lowest compared entry with this formula, charge and spin: 0.0 kJ/mol

No. 2
A 2-piece molecular cluster, C5H2O overall. Source: the OMol25 dataset; level of theory: ωB97M-V/def2-TZVPD.

```
8
Properties=species:S:1:pos:R:3:nbo_charge:R:1
C -2.843 -0.472 -0.081 0.185
C 0.293 -0.034 0.160 0.289
C 2.929 0.471 0.042 0.369
C -3.999 -0.532 -0.331 -0.410
C 1.489 0.240 0.144 -0.351
O 3.762 -0.273 -0.362 -0.453
H 3.277 1.464 0.423 0.139
H -4.908 -0.863 0.005 0.234
```

Calculated values
* HOMO energy (spin up / spin down): -10.871 / -10.922 eV
* LUMO energy (spin up / spin down): -3.22 / -3.53 eV
* HOMO-LUMO gap (spin up / spin down): 7.6 / 7.4 eV
* 2S+1: 1
* ΔE to the lowest compared entry with this formula, charge and spin: 740.5 kJ/mol

No. 3
CH4BrN2 as an isolated structure. Source: the OMol25 dataset; level of theory: ωB97M-V/def2-TZVPD.

```
8
Properties=species:S:1:pos:R:3:nbo_charge:R:1
C -0.494 0.228 -0.010 0.380
N 0.110 1.322 0.142 -0.679
N 0.731 -1.327 -0.012 -0.725
Br -2.246 -0.054 -0.354 0.354
H 1.081 1.446 0.059 0.460
H -0.308 2.263 0.157 0.454
H 0.588 -1.985 -0.774 0.382
H 0.538 -1.894 0.793 0.374
```

Calculated values
* HOMO energy (spin up / spin down): -15.212 / -15.213 eV
* LUMO energy (spin up / spin down): -5.45 / -5.45 eV
* HOMO-LUMO gap (spin up / spin down): 9.8 / 9.8 eV
* 2S+1: 1
* charge: +1
* ΔE to the lowest compared entry with this formula, charge and spin: 337.6 kJ/mol

No. 4
One molecule with the formula C8H15N3O4. Source: the OMol25 dataset; level of theory: ωB97M-V/def2-TZVPD.

```
30
Properties=species:S:1:pos:R:3:nbo_charge:R:1
C 2.576 1.060 1.288 -0.590
C 2.148 0.638 -0.122 -0.169
N 0.737 0.482 0.013 -0.602
C -0.123 1.487 0.099 0.631
O 0.287 2.625 -0.227 -0.673
C -1.535 1.101 0.243 -0.127
N -2.368 2.205 0.092 -0.842
C -2.018 0.111 -1.034 -0.382
C -1.330 -1.288 -1.121 -0.564
C -1.193 -1.867 0.395 0.711
N -2.366 -2.433 0.864 -0.844
O -0.228 -1.667 1.101 -0.607
C 2.663 -0.657 -0.492 0.792
O 1.932 -1.521 -0.898 -0.604
O 3.957 -0.845 -0.285 -0.669
H 3.563 1.553 1.196 0.208
H 2.826 0.228 1.843 0.208
H 1.917 1.732 1.859 0.233
H 2.419 1.331 -0.906 0.247
H 0.460 -0.407 0.105 0.428
H -1.732 0.443 1.112 0.208
H -2.072 2.946 0.764 0.383
H -2.479 2.512 -0.859 0.373
H -3.036 0.282 -0.895 0.223
H -1.751 0.676 -1.915 0.205
H -0.366 -1.212 -1.704 0.268
H -1.876 -1.873 -1.959 0.235
H -3.155 -2.727 0.239 0.410
H -2.010 -3.104 1.582 0.406
H 4.152 -1.810 -0.377 0.504
```

Calculated values
* HOMO energy: -9.014 eV
* LUMO energy: 0.62 eV
* SMILES: C[C@H](NC(=O)[C@@H](N)CCC(N)=O)C(=O)O
* HOMO-LUMO gap: 9.6 eV
* 2S+1: 1
* ΔE to the lowest compared entry with this formula, charge and spin: 255.9 kJ/mol

No. 5
One molecule with the formula C15H17NO3S. Source: the OMol25 dataset; level of theory: ωB97M-V/def2-TZVPD.

```
37
Properties=species:S:1:pos:R:3:nbo_charge:R:1
C 2.814 0.595 -3.667 -0.276
O 1.462 0.798 -3.308 -0.527
C 0.983 2.080 -3.439 0.741
O 1.636 3.014 -3.920 -0.577
C -0.386 2.222 -3.099 -0.356
C -1.083 1.587 -2.072 0.266
N -0.333 0.838 -1.120 -0.612
C -0.706 0.690 0.215 0.651
O -1.573 1.466 0.710 -0.614
C -0.044 -0.220 1.127 -0.172
C 0.586 -1.404 0.607 -0.190
C 0.843 -2.507 1.456 -0.198
C 0.488 -2.464 2.881 -0.014
C 0.804 -3.698 3.647 -0.649
C 0.091 -1.196 3.398 0.049
C -0.014 -0.984 4.869 -0.649
C -0.191 -0.144 2.518 -0.151
C -2.504 1.905 -1.883 -0.468
C -2.923 2.371 -3.340 -0.493
S -1.457 3.300 -3.958 0.272
H 3.110 -0.468 -3.629 0.204
H 3.255 1.158 -2.817 0.190
H 3.160 1.124 -4.625 0.215
H 0.581 0.594 -1.328 0.414
H 0.569 -1.568 -0.417 0.208
H 1.197 -3.476 0.925 0.215
H 1.525 -3.450 4.487 0.227
H -0.247 -4.134 3.946 0.232
H 1.398 -4.420 3.111 0.227
H 0.850 -1.505 5.401 0.213
H 0.217 0.111 5.093 0.224
H -0.898 -1.360 5.277 0.225
H -0.485 0.784 3.034 0.229
H -3.073 1.069 -1.585 0.238
H -2.751 2.694 -1.061 0.269
H -3.802 3.006 -3.409 0.229
H -3.100 1.593 -4.026 0.209
```

Calculated values
* HOMO energy: -7.638 eV
* LUMO energy: -0.10 eV
* SMILES: COC(=O)C1=C(NC(=O)c2ccc(C)c(C)c2)CCS1
* HOMO-LUMO gap: 7.5 eV
* 2S+1: 1
* ΔE to the lowest compared entry with this formula, charge and spin: 181.9 kJ/mol

No. 6
A 4-piece molecular cluster, C2H12O3S2 overall. Source: the OMol25 dataset; level of theory: ωB97M-V/def2-TZVPD.

```
19
Properties=species:S:1:pos:R:3:lowdin_spin:R:1
C 2.003 -0.791 -0.878 0.051
S 1.516 -1.237 0.843 0.399
S -0.559 -1.145 0.847 0.449
C -0.916 -2.249 -0.560 0.046
H 1.480 0.118 -1.152 0.007
H 1.717 -1.594 -1.543 0.006
H 3.065 -0.635 -0.690 0.001
H -1.586 -1.761 -1.261 0.003
H -1.392 -3.146 -0.170 0.015
H 0.002 -2.580 -1.030 0.001
H -0.678 1.553 -1.180 0.001
H -1.452 0.708 -2.237 0.000
O -0.586 1.029 -1.989 0.012
H -1.864 2.738 1.563 0.000
H -0.528 2.965 1.080 0.000
O -1.421 2.860 0.720 0.002
H 1.201 0.975 2.490 0.003
H -0.357 0.772 2.557 0.000
O 0.355 1.421 2.590 0.004
```

Calculated values
* HOMO energy (spin up / spin down): -14.591 / -14.588 eV
* LUMO energy (spin up / spin down): -4.86 / -8.30 eV
* expectation value of S²: 0.755
* HOMO-LUMO gap (spin up / spin down): 9.7 / 6.3 eV
* 2S+1: 2
* charge: +1
* ΔE to the lowest compared entry with this formula, charge and spin: 82.5 kJ/mol

No. 7
A 4-piece molecular cluster, C52H51BNO13P2 overall. Source: the OMol25 dataset; level of theory: ωB97M-V/def2-TZVPD.

```
120
Properties=species:S:1:pos:R:3:mulliken_charge:R:1
C 4.558 -4.089 -1.507 -1.178
C 4.819 -2.992 -0.496 -0.227
O 4.266 -1.764 -0.984 -0.355
C 3.704 -0.922 -0.016 -1.275
C 2.209 -1.133 0.091 0.465
O 1.584 -0.516 -1.073 -0.317
P 0.032 -0.259 -1.201 0.315
O -0.451 0.945 -0.328 -0.042
C 0.135 2.290 -0.415 -1.370
C 1.216 2.464 0.640 2.621
C 0.557 2.648 2.015 -1.300
C 2.203 3.596 0.301 0.586
C 3.368 3.535 1.300 -1.599
C 2.726 3.516 -1.145 -1.339
B -0.130 -0.020 -3.162 1.123
O -0.763 -0.989 -3.831 -0.502
O 0.430 1.081 -3.739 -0.603
P -1.342 -1.838 -0.501 0.535
N -2.619 -1.596 -1.281 -0.687
O -0.640 -3.254 -0.659 -0.489
O -1.305 -1.449 1.040 -0.110
H 5.286 -4.892 -1.392 0.392
H 4.664 -3.692 -2.516 0.279
H 3.562 -4.519 -1.398 0.247
H 4.371 -3.238 0.473 0.321
H 5.892 -2.856 -0.343 0.368
H 4.150 -1.062 0.974 0.493
H 3.894 0.109 -0.326 0.313
H 1.803 -0.698 1.007 0.145
H 1.990 -2.201 0.059 0.225
H 0.461 2.483 -1.436 0.266
H -0.708 2.951 -0.217 0.399
H 1.804 1.541 0.684 -1.081
H 0.482 3.702 2.285 0.496
H -0.441 2.210 2.043 0.016
H 1.135 2.157 2.799 0.103
H 1.681 4.541 0.474 0.462
H 3.090 3.935 2.275 0.354
H 3.703 2.503 1.444 0.284
H 4.220 4.108 0.939 0.497
H 3.796 3.706 -1.187 0.444
H 2.231 4.223 -1.810 0.303
H 2.584 2.513 -1.564 0.079
H -0.432 -1.120 -4.736 0.299
H 1.307 1.294 -3.401 0.321
H -3.011 -2.311 -1.878 0.286
H 0.022 -3.493 0.000 0.349
H -1.836 -2.036 1.601 0.239
C 0.005 -0.923 3.877 0.446
C 1.146 -0.539 4.577 -0.573
C 1.389 -1.044 5.843 -1.026
C 0.486 -1.932 6.419 0.211
C -0.663 -2.304 5.726 -0.248
C -0.897 -1.798 4.454 -0.669
C -1.671 -3.232 6.327 0.528
O -2.656 -3.557 5.699 -0.668
C -1.412 -3.727 7.704 0.242
C -2.353 -4.552 8.308 -0.591
C -2.127 -5.034 9.587 -0.519
C -0.960 -4.699 10.264 -0.488
C -0.020 -3.875 9.668 -0.554
C -0.244 -3.381 8.389 0.164
C 0.774 -2.478 7.782 0.527
O 1.798 -2.189 8.358 -0.646
H -0.181 -0.518 2.892 0.558
H 1.847 0.158 4.134 0.450
H 2.269 -0.763 6.404 0.482
H -1.806 -2.105 3.951 0.545
H -3.253 -4.805 7.765 0.480
H -2.862 -5.673 10.059 0.403
H -0.786 -5.081 11.261 0.408
H 0.892 -3.601 10.181 0.485
C -4.935 8.588 4.232 -0.494
C -3.585 8.293 4.390 -0.528
C -3.107 7.034 4.070 -0.513
C -3.978 6.060 3.598 0.198
C -5.336 6.352 3.453 0.172
C -5.809 7.621 3.765 -0.601
C -6.304 5.321 2.980 0.581
O -7.480 5.574 2.842 -0.651
C -5.769 3.958 2.685 0.531
C -6.653 2.962 2.284 -0.701
C -6.181 1.694 1.993 -0.588
C -4.823 1.414 2.097 -0.588
C -3.940 2.401 2.499 -0.477
C -4.409 3.676 2.799 0.011
C -3.439 4.718 3.247 0.451
O -2.252 4.471 3.318 -0.665
H -5.306 9.575 4.478 0.408
H -2.907 9.049 4.763 0.408
H -2.060 6.788 4.183 0.478
H -6.863 7.829 3.640 0.485
H -7.705 3.202 2.207 0.492
H -6.871 0.920 1.685 0.403
H -4.457 0.422 1.865 0.443
H -2.880 2.203 2.594 0.701
C 2.648 -4.749 -12.353 -0.484
C 3.793 -4.990 -11.602 -0.496
C 3.960 -4.379 -10.371 -0.566
C 2.984 -3.516 -9.888 0.235
C 1.840 -3.262 -10.649 0.168
C 1.673 -3.887 -11.879 -0.602
C 0.788 -2.319 -10.177 0.643
O -0.212 -2.102 -10.822 -0.644
C 1.012 -1.636 -8.863 0.162
C 0.070 -0.716 -8.418 -0.625
C 0.251 -0.078 -7.202 -0.878
C 1.372 -0.364 -6.427 -0.457
C 2.314 -1.280 -6.868 -0.713
C 2.139 -1.914 -8.091 0.169
C 3.180 -2.883 -8.556 0.491
O 4.142 -3.133 -7.863 -0.658
H 2.519 -5.232 -13.312 0.405
H 4.556 -5.658 -11.979 0.401
H 4.841 -4.559 -9.770 0.475
H 0.778 -3.683 -12.451 0.483
H -0.792 -0.512 -9.039 0.508
H -0.477 0.646 -6.856 0.422
H 1.508 0.137 -5.479 0.941
H 3.193 -1.515 -6.283 0.563
```

Calculated values
* HOMO energy: -11.326 eV
* LUMO energy: -2.80 eV
* HOMO-LUMO gap: 8.5 eV
* 2S+1: 1
* charge: +1

No. 8
C4H6O2 as an isolated structure. Source: the OMol25 dataset; level of theory: ωB97M-V/def2-TZVPD.

```
12
Properties=species:S:1:pos:R:3:nbo_charge:R:1
C 0.665 0.475 -2.489 0.280
O -0.447 0.185 -2.857 -0.509
C -0.859 0.197 0.392 0.132
C -1.009 -0.719 1.350 -0.359
C 0.365 -0.320 1.821 -0.079
O 0.403 0.655 0.727 -0.517
H 1.558 -0.078 -2.838 0.107
H 0.857 1.299 -1.779 0.122
H -1.380 0.595 -0.473 0.213
H -1.764 -1.423 1.661 0.226
H 1.171 -1.048 1.697 0.191
H 0.442 0.182 2.789 0.193
```

Calculated values
* HOMO energy: -9.041 eV
* LUMO energy: 0.92 eV
* HOMO-LUMO gap: 10.0 eV
* 2S+1: 1
* ΔE to the lowest compared entry with this formula, charge and spin: 326.2 kJ/mol